# 1
Here is 2 unconnected molecules or ions with the total composition C15H17F2N2O8 from the OMol25 dataset. Energies are from wB97M-V/def2-TZVPD.

As for the gap between HOMO and LUMO: 0.0994 Eh. Its LUMO energy is 0.3 eV. Its net charge is -1. Its spin multiplicity is 1. The HOMO energy is -2.37 eV.

Cartesian coordinates (Å):
C (5.327, -0.554, 0.092)
C (4.361, -0.831, -1.183)
O (4.127, -2.060, -1.415)
O (3.861, 0.219, -1.999)
C (2.411, 0.187, -2.113)
C (1.728, 1.289, -1.131)
C (0.202, 1.634, -1.529)
C (-0.704, 0.389, -1.008)
C (-0.822, -0.819, -1.989)
F (-0.224, -0.851, -3.288)
C (-1.632, -2.083, -1.562)
C (-2.285, -2.023, -0.117)
C (-3.110, -3.300, 0.435)
O (-4.328, -3.498, 0.174)
N (-2.299, -4.249, 1.267)
C (-0.867, -4.199, 0.842)
O (0.032, -3.616, 1.463)
F (-0.504, -4.834, -0.398)
C (-2.119, -0.745, 0.730)
N (-1.346, 0.439, 0.298)
C (-1.306, 1.576, 1.257)
C (0.146, 1.922, 1.847)
O (0.731, 3.132, 1.250)
H (5.089, -1.251, 0.969)
H (5.373, 0.548, 0.383)
H (6.383, -0.866, -0.272)
H (2.072, 0.318, -3.213)
H (1.952, -0.827, -1.790)
H (1.675, 0.775, -0.095)
H (2.420, 2.195, -1.073)
H (0.082, 1.637, -2.667)
H (-0.167, 2.610, -1.068)
H (-1.742, -3.006, -2.217)
H (-2.656, -5.207, 1.105)
H (-2.639, -0.737, 1.759)
H (-1.811, 2.510, 0.793)
H (-1.969, 1.305, 2.166)
H (0.887, 1.053, 1.852)
H (-0.019, 2.203, 2.962)
H (-0.007, 3.754, 1.018)
C (-4.117, 3.998, 1.863)
O (-5.071, 4.782, 1.771)
O (-4.055, 3.021, 2.669)
O (-3.060, 4.060, 1.160)



# 2
Here is a molecular structure, C15H17F3FeN5O6 from the OMol25 dataset. Energies are from wB97M-V/def2-TZVPD.

As for the energy above the lowest of the compared OMol25 structures with the same formula, charge and spin: 0.0 kJ/mol. As for the gap between HOMO and LUMO (spin up / spin down): 0.3517 / 0.3509 Eh. Its LUMO energy (spin up / spin down) is 0.1 / 0.1 eV. Its spin multiplicity is 2. The HOMO energy (spin up / spin down) is -9.48 / -9.48 eV.

Cartesian coordinates (Å):
Fe (0.334, 0.061, -0.140)
O (1.455, 3.434, -1.854)
C (1.080, 2.314, -1.569)
O (1.418, 1.625, -0.523)
C (0.071, 1.583, -2.442)
C (-0.437, 1.934, -3.679)
C (-1.390, 1.096, -4.250)
C (-1.827, -0.049, -3.590)
C (-1.271, -0.327, -2.356)
N (-0.358, 0.484, -1.849)
C (-1.565, -1.488, -1.421)
O (-2.422, -2.301, -1.662)
O (-0.783, -1.470, -0.368)
H (-0.088, 2.834, -4.164)
H (-1.801, 1.340, -5.221)
H (-2.571, -0.713, -4.005)
N (-1.026, 1.448, 0.742)
C (-0.857, 2.487, 1.219)
N (-0.674, 3.671, 1.756)
C (0.080, 4.673, 0.968)
C (1.560, 4.567, 1.296)
O (1.771, 4.694, 2.699)
C (1.136, 3.646, 3.399)
C (-0.368, 3.708, 3.198)
H (-0.311, 5.653, 1.246)
H (-0.088, 4.501, -0.094)
H (2.113, 5.370, 0.815)
H (1.948, 3.609, 0.937)
H (1.383, 3.767, 4.454)
H (1.513, 2.674, 3.050)
H (-0.763, 4.646, 3.590)
H (-0.876, 2.878, 3.688)
F (3.017, -0.542, -0.209)
C (1.862, -0.960, -0.767)
F (1.793, -2.285, -0.479)
F (2.055, -0.895, -2.109)
C (1.608, -2.556, 4.407)
N (1.573, -1.404, 3.535)
C (0.846, -1.323, 2.400)
N (0.020, -2.327, 2.090)
O (0.968, -0.299, 1.688)
H (2.346, -2.381, 5.184)
H (1.895, -3.462, 3.868)
H (0.644, -2.720, 4.896)
H (2.242, -0.663, 3.651)
H (-0.075, -3.131, 2.681)
H (-0.499, -2.267, 1.216)



# 3
Here is a single C15H17N3O2S3 molecule from the OMol25 dataset. Energies are from wB97M-V/def2-TZVPD.

As for the energy above the lowest of the compared OMol25 structures with the same formula, charge and spin: 0.0 kJ/mol. As for the gap between HOMO and LUMO: 0.2818 Eh. Its LUMO energy is -0.2 eV. Its spin multiplicity is 1. The HOMO energy is -7.90 eV. As for the structure (SMILES): CCN(CC)C(=S)SCC(=O)Nc1nc(=O)c2ccccc2s1.

Cartesian coordinates (Å):
C (-4.993, 2.456, 0.262)
C (-3.885, 2.191, 1.248)
N (-2.728, 3.105, 1.125)
C (-2.607, 4.275, 2.031)
C (-1.971, 3.845, 3.371)
C (-1.680, 2.796, 0.231)
S (-0.257, 3.735, 0.043)
S (-1.868, 1.447, -0.924)
C (-0.265, 0.551, -0.694)
C (0.076, 0.276, 0.768)
O (-0.740, 0.482, 1.659)
N (1.262, -0.236, 1.223)
C (2.330, -0.784, 0.526)
N (2.212, -0.976, -0.755)
C (3.205, -1.543, -1.489)
O (2.937, -1.688, -2.687)
C (4.447, -2.156, -0.970)
C (5.344, -2.878, -1.802)
C (6.461, -3.432, -1.214)
C (6.745, -3.300, 0.141)
C (5.847, -2.664, 0.968)
C (4.710, -2.067, 0.405)
S (3.716, -1.189, 1.514)
H (-4.606, 2.401, -0.774)
H (-5.392, 3.429, 0.467)
H (-5.772, 1.679, 0.366)
H (-4.298, 2.280, 2.236)
H (-3.568, 1.132, 1.158)
H (-3.569, 4.767, 2.264)
H (-1.967, 5.062, 1.591)
H (-2.512, 3.011, 3.841)
H (-0.949, 3.453, 3.192)
H (-1.914, 4.661, 4.100)
H (0.519, 1.139, -1.190)
H (-0.289, -0.388, -1.187)
H (1.291, -0.354, 2.224)
H (5.129, -2.999, -2.856)
H (7.145, -3.961, -1.844)
H (7.633, -3.731, 0.563)
H (5.988, -2.661, 2.033)



# 4
Here is a single C15H17N3O3 molecule from the OMol25 dataset. Energies are from wB97M-V/def2-TZVPD.

As for the energy above the lowest of the compared OMol25 structures with the same formula, charge and spin: 192.6 kJ/mol. As for the gap between HOMO and LUMO: 0.3322 Eh. Its LUMO energy is 0.5 eV. Its spin multiplicity is 1. The HOMO energy is -8.58 eV. As for the structure (SMILES): Cn1nccc1NC(=O)C[C@H](CC(=O)O)c1ccccc1.

Cartesian coordinates (Å):
C (0.751, 0.517, 2.980)
N (1.293, -0.811, 2.945)
N (1.622, -1.417, 4.083)
C (2.046, -2.623, 3.760)
C (1.996, -2.817, 2.378)
C (1.512, -1.619, 1.883)
N (1.224, -1.288, 0.559)
C (1.547, -0.127, -0.080)
O (2.122, 0.797, 0.449)
C (1.081, -0.106, -1.524)
C (-0.456, -0.140, -1.600)
C (-0.922, -0.074, -3.059)
C (-0.633, -1.359, -3.794)
O (-0.230, -2.377, -3.296)
O (-0.889, -1.248, -5.100)
C (-1.052, 0.971, -0.773)
C (-1.860, 0.671, 0.316)
C (-2.395, 1.678, 1.101)
C (-2.126, 3.002, 0.805)
C (-1.325, 3.312, -0.280)
C (-0.793, 2.305, -1.064)
H (0.657, 0.795, 4.027)
H (-0.227, 0.544, 2.496)
H (1.411, 1.215, 2.463)
H (2.370, -3.305, 4.520)
H (2.273, -3.687, 1.819)
H (0.928, -2.065, -0.015)
H (1.462, 0.808, -1.980)
H (1.490, -0.966, -2.057)
H (-0.804, -1.098, -1.197)
H (-0.449, 0.746, -3.600)
H (-2.002, 0.090, -3.102)
H (-0.713, -2.086, -5.558)
H (-2.072, -0.363, 0.554)
H (-3.021, 1.427, 1.945)
H (-2.539, 3.789, 1.418)
H (-1.111, 4.344, -0.516)
H (-0.167, 2.563, -1.905)



# 5
Here is a single C15H17N3O5 molecule from the OMol25 dataset. Energies are from wB97M-V/def2-TZVPD.

As for the energy above the lowest of the compared OMol25 structures with the same formula, charge and spin: 228.7 kJ/mol. As for the gap between HOMO and LUMO: 0.3063 Eh. Its LUMO energy is 0.4 eV. Its spin multiplicity is 1. The HOMO energy is -7.94 eV. As for the structure (SMILES): N[C@@H](Cc1c[nH]c2ccccc12)C(=O)N[C@@H](CC(=O)O)C(=O)O.

Cartesian coordinates (Å):
N (1.019, -1.502, 0.543)
C (-0.118, -0.625, 0.036)
C (-1.313, -0.757, 0.904)
C (-2.067, -2.105, 0.991)
C (-2.151, -2.924, 2.060)
N (-2.916, -4.004, 1.810)
C (-3.312, -3.930, 0.486)
C (-4.133, -4.751, -0.263)
C (-4.559, -4.277, -1.581)
C (-3.953, -3.027, -2.026)
C (-3.198, -2.176, -1.231)
C (-2.758, -2.715, -0.041)
C (0.304, 0.806, -0.142)
O (-0.464, 1.766, -0.413)
N (1.637, 1.022, -0.065)
C (2.409, 2.163, -0.379)
C (2.437, 3.192, 0.749)
C (2.481, 4.689, 0.257)
O (3.197, 5.159, -0.653)
O (1.674, 5.422, 1.110)
C (3.831, 1.792, -0.760)
O (4.305, 0.693, -0.755)
O (4.590, 2.895, -1.001)
H (0.919, -2.519, 0.362)
H (1.282, -1.386, 1.490)
H (-0.389, -0.873, -0.962)
H (-1.197, -0.525, 1.962)
H (-2.025, 0.004, 0.502)
H (-1.475, -2.857, 2.976)
H (-3.206, -4.746, 2.415)
H (-4.668, -5.636, 0.115)
H (-4.995, -5.001, -2.270)
H (-4.200, -2.619, -2.993)
H (-2.937, -1.245, -1.608)
H (2.275, 0.263, -0.201)
H (1.990, 2.627, -1.342)
H (1.440, 3.118, 1.320)
H (3.155, 3.043, 1.516)
H (1.876, 6.374, 0.885)
H (4.142, 3.759, -0.864)



# 6
Here is a molecular structure, C15H17NS2Sn from the OMol25 dataset. Energies are from wB97M-V/def2-TZVPD.

As for the energy above the lowest of the compared OMol25 structures with the same formula, charge and spin: 158.8 kJ/mol. As for the gap between HOMO and LUMO (spin up / spin down): 0.2188 / 0.2627 Eh. Its LUMO energy (spin up / spin down) is -0.1 / -0.2 eV. Its spin multiplicity is 1. The HOMO energy (spin up / spin down) is -6.01 / -7.38 eV.

Cartesian coordinates (Å):
C (0.023, 3.436, 1.132)
C (-1.612, 1.753, -1.517)
C (1.176, 3.190, 0.233)
H (0.026, 4.491, 1.483)
C (-0.515, 1.355, -2.159)
H (-2.368, 1.004, -1.254)
H (2.190, 3.249, 0.681)
H (-0.537, 0.415, -2.713)
C (1.163, 3.221, -1.215)
H (2.191, 3.491, -1.529)
H (0.544, 4.085, -1.497)
C (-1.437, 3.095, 0.642)
H (-2.112, 3.795, 1.171)
H (-1.735, 2.118, 1.044)
C (-1.828, 3.074, -0.847)
H (-1.405, 3.913, -1.415)
H (-2.927, 3.182, -0.860)
C (0.816, 2.020, -2.211)
H (0.979, 2.466, -3.210)
H (1.597, 1.248, -2.123)
Sn (0.839, 0.423, 1.993)
H (0.106, 2.798, 2.068)
S (0.820, -0.950, 3.946)
C (0.379, -2.116, 2.782)
N (0.257, -1.970, 1.439)
C (0.243, -3.218, 0.770)
C (0.263, -3.560, -0.619)
C (0.214, -4.920, -0.996)
C (0.280, -5.945, -0.035)
C (0.385, -5.644, 1.330)
C (0.328, -4.305, 1.700)
S (0.451, -3.799, 3.376)
H (0.317, -2.804, -1.414)
H (0.131, -5.242, -2.048)
H (0.262, -6.999, -0.290)
H (0.497, -6.352, 2.161)